No. 1
The following is a DFT calculation (ωB97M-V with the def2-TZVPD basis set) of 2 unconnected molecules or ions with the total composition CH6NOS in a non-equilibrium geometry.

The geometry in XYZ format:
```
10
Properties=species:S:1:pos:R:3:nbo_charge:R:1
S -2.12527 -1.52210 -0.21978 -1.01
H -1.68421 -1.20674 -1.35410 0.07
N 1.07207 0.58309 -0.67067 -0.91
C 0.32395 0.71594 0.67665 0.13
O 0.39518 -0.45474 1.30196 -0.77
H 0.60875 0.61465 -1.53467 0.35
H 1.42457 -0.36002 -0.73159 0.35
H -0.65756 1.06361 0.56543 0.15
H 0.70548 1.68849 1.21868 0.12
H -0.06298 -1.12218 0.74808 0.51
```

Output
* charge: -1
* largest force on an atom: 4.03 eV/A
* orbital gap: 7.4 eV
* E: -15507.336 eV
* ΔE to the lowest compared entry with this formula, charge and spin: 1.161 eV
* LUMO: 4.4 eV
* 2S+1: 1
* molar mass: 80.132 g/mol



No. 2
The following is a DFT calculation (ωB97M-V with the def2-TZVPD basis set) of 2 unconnected molecules or ions with the total composition CH6NOS in a non-equilibrium geometry.

The geometry in XYZ format:
```
10
Properties=species:S:1:pos:R:3:nbo_charge:R:1
S -1.04621 1.52008 1.81362 -1.06
H -0.79516 2.75989 2.32569 0.11
N 0.00481 -1.41125 -0.09981 -0.88
C 0.73242 -0.40808 -0.70461 0.08
O 0.02840 0.82610 -1.14152 -0.79
H -0.39398 -2.16151 -0.75449 0.35
H -0.64812 -1.17071 0.68989 0.40
H 1.10410 -0.78016 -1.62175 0.14
H 1.57880 -0.11015 -0.15868 0.15
H -0.56507 0.93578 -0.34833 0.50
```

Output
* charge: -1
* largest force on an atom: 3.94 eV/A
* orbital gap: 7.1 eV
* E: -15507.736 eV
* ΔE to the lowest compared entry with this formula, charge and spin: 0.761 eV
* LUMO: 4.2 eV
* 2S+1: 1
* molar mass: 80.132 g/mol



No. 3
The following is a DFT calculation (ωB97M-V with the def2-TZVPD basis set) of a gas-phase ion, CH6NOS (charge +1) in a non-equilibrium geometry.

The geometry in XYZ format:
```
10
Properties=species:S:1:pos:R:3:nbo_charge:R:1
N -0.84575 0.72405 0.10663 -0.76
C 0.25925 -0.54509 0.34452 0.12
O 0.01212 -1.45782 -0.55528 -0.66
S 1.87798 0.15767 0.63713 0.10
H -0.55034 1.70498 0.46488 0.46
H -1.71893 0.61247 0.58368 0.44
H -1.02208 0.75677 -0.85435 0.41
H -0.19752 -1.12956 1.43441 0.26
H 0.00058 -1.13983 -1.51235 0.50
H 2.18467 0.31635 -0.64928 0.13
```

Output
* charge: +1
* largest force on an atom: 5.32 eV/A
* orbital gap: 10.7 eV
* E: -15498.631 eV
* ΔE to the lowest compared entry with this formula, charge and spin: 1.271 eV
* LUMO: -3.9 eV
* 2S+1: 1
* molar mass: 80.132 g/mol



No. 4
The following is a DFT calculation (ωB97M-V with the def2-TZVPD basis set) of 2 unconnected molecules or ions with the total composition CH6NS in a non-equilibrium geometry.

The geometry in XYZ format:
```
9
Properties=species:S:1:pos:R:3:nbo_charge:R:1
N -1.24216 0.04708 1.89100 -1.12
H -1.88059 -0.63035 1.52741 0.33
H -0.65482 0.55644 1.12495 0.41
H -1.75707 0.84164 1.95645 0.33
C 1.20370 -0.22356 -1.30982 -0.75
S 1.01613 1.42815 -0.53046 -0.70
H 0.17745 -0.47116 -1.81043 0.16
H 1.90439 -0.45628 -2.17322 0.17
H 1.23298 -1.09196 -0.67587 0.17
```

Output
* charge: -1
* largest force on an atom: 4.25 eV/A
* orbital gap: 6.7 eV
* E: -13459.676 eV
* ΔE to the lowest compared entry with this formula, charge and spin: 0.832 eV
* LUMO: 4.4 eV
* 2S+1: 1
* molar mass: 64.133 g/mol



No. 5
The following is a DFT calculation (ωB97M-V with the def2-TZVPD basis set) of 2 unconnected molecules or ions with the total composition CH6NS in a non-equilibrium geometry.

The geometry in XYZ format:
```
9
Properties=species:S:1:pos:R:3:nbo_charge:R:1
S -2.37653 -0.52530 -0.22882 -1.05
H -1.71502 -0.03870 -1.31114 0.08
C 0.61352 0.64419 0.08861 -0.41
N 0.70024 -0.72607 0.66234 -0.88
H 1.64589 1.02687 0.12039 0.15
H -0.02854 1.25825 0.71404 0.21
H 0.33100 0.72051 -0.96319 0.17
H -0.24508 -0.97862 0.92606 0.40
H 1.07451 -1.38113 -0.00828 0.34
```

Output
* charge: -1
* largest force on an atom: 1.78 eV/A
* orbital gap: 7.1 eV
* E: -13460.260 eV
* ΔE to the lowest compared entry with this formula, charge and spin: 0.248 eV
* LUMO: 4.5 eV
* 2S+1: 1
* molar mass: 64.133 g/mol



No. 6
The following is a DFT calculation (ωB97M-V with the def2-TZVPD basis set) of 2 unconnected molecules or ions with the total composition CH6O2 in a non-equilibrium geometry.

The geometry in XYZ format:
```
9
Properties=species:S:1:pos:R:3:nbo_charge:R:1
C -1.56835 -0.28520 -0.00001 -0.26
O -0.81163 0.88092 -0.08609 -0.75
H -2.56786 0.12564 0.40505 0.18
H -1.62620 -0.80591 -0.92340 0.17
H -1.18623 -0.75948 1.00836 0.16
H 0.14493 0.62357 -0.32198 0.49
O 2.05910 0.04552 0.03387 -0.97
H 2.79623 -0.41356 -0.76639 0.48
H 2.76002 0.58850 0.65060 0.49
```

Output
* largest force on an atom: 6.26 eV/A
* orbital gap: 9.8 eV
* E: -5227.267 eV
* ΔE to the lowest compared entry with this formula, charge and spin: 1.623 eV
* LUMO: 0.2 eV
* 2S+1: 1
* molar mass: 50.057 g/mol



No. 7
The following is a DFT calculation (ωB97M-V with the def2-TZVPD basis set) of a molecular structure, CH6O2 in a non-equilibrium geometry.

The geometry in XYZ format:
```
9
Properties=species:S:1:pos:R:3:nbo_charge:R:1
C 0.13421 0.75463 0.84368 -0.31
H -1.43173 -0.71074 -2.06654 0.44
H -0.08915 -0.53954 -1.02865 0.48
H 0.97793 -0.92630 0.99057 0.46
H -0.89684 1.11395 0.56551 0.21
H 0.55869 1.16363 1.87815 0.20
H 1.08267 0.63449 0.03630 0.19
O -0.16797 -0.75001 -2.02470 -0.94
O -0.16781 -0.74009 0.80569 -0.73
```

Output
* largest force on an atom: 6.83 eV/A
* orbital gap: 10.8 eV
* E: -5225.311 eV
* ΔE to the lowest compared entry with this formula, charge and spin: 3.580 eV
* LUMO: 0.3 eV
* 2S+1: 1
* molar mass: 50.057 g/mol



No. 8
The following is a DFT calculation (ωB97M-V with the def2-TZVPD basis set) of a single CH6OP2 molecule in a non-equilibrium geometry.

The geometry in XYZ format:
```
10
Properties=species:S:1:pos:R:3:nbo_charge:R:1
O -1.02780 -0.73592 -0.08711 -0.72
C -0.82915 0.44112 0.49501 -0.21
P 1.00688 1.19474 -0.27462 0.10
P 1.85901 -0.73200 0.19951 0.05
H -1.73901 -0.76780 -0.78602 0.50
H -1.51518 1.35568 0.38265 0.18
H -0.65468 0.36450 1.61757 0.18
H 1.61531 1.90077 0.83554 -0.02
H 1.72024 -1.20831 -1.02392 -0.03
H 3.11209 -0.33198 0.06977 -0.03
```

Output
* largest force on an atom: 5.84 eV/A
* orbital gap: 8.8 eV
* E: -21757.062 eV
* ΔE to the lowest compared entry with this formula, charge and spin: 2.202 eV
* LUMO: 0.7 eV
* 2S+1: 1
* molar mass: 96.006 g/mol



No. 9
The following is a DFT calculation (ωB97M-V with the def2-TZVPD basis set) of a single CH6OP2S molecule in a non-equilibrium geometry.

The geometry in XYZ format:
```
11
Properties=species:S:1:pos:R:3:nbo_charge:R:1
P 0.83587 -1.78635 0.32304 0.29
C -0.98327 -1.29232 0.27507 -0.35
O -0.91636 0.33468 0.87433 -0.73
S -1.98494 1.33529 0.19868 0.30
P -0.93727 2.15767 -1.52780 0.18
H 1.21225 -0.48870 0.19197 0.00
H 0.86565 -1.92641 -1.07803 -0.03
H -1.64886 -1.86357 1.01228 0.22
H -1.33107 -1.40924 -0.77637 0.21
H -0.40575 1.03709 -1.93756 -0.05
H 0.20269 2.33811 -0.84387 -0.03
```

Output
* largest force on an atom: 3.97 eV/A
* orbital gap: 9.4 eV
* E: -32591.362 eV
* ΔE to the lowest compared entry with this formula, charge and spin: 3.244 eV
* LUMO: 0.6 eV
* 2S+1: 1
* molar mass: 128.073 g/mol



No. 10
The following is a DFT calculation (ωB97M-V with the def2-TZVPD basis set) of 2 unconnected molecules or ions with the total composition CH6OS in a non-equilibrium geometry.

The geometry in XYZ format:
```
9
Properties=species:S:1:pos:R:3:nbo_charge:R:1
C 1.73073 -0.81320 0.63916 -0.72
S 0.82181 -0.20833 -0.84583 -0.07
H 2.54547 -1.42605 0.25374 0.22
H 2.17547 -0.02640 1.28457 0.23
H 1.06126 -1.48088 1.14732 0.22
H 0.96696 1.09896 -0.40428 0.13
O -3.42303 0.74016 -0.96107 -0.92
H -3.42538 1.40957 -0.25108 0.45
H -2.45330 0.70615 -0.86253 0.46
```

Output
* largest force on an atom: 2.21 eV/A
* orbital gap: 10.0 eV
* E: -14016.401 eV
* ΔE to the lowest compared entry with this formula, charge and spin: 0.443 eV
* LUMO: 0.7 eV
* 2S+1: 1
* molar mass: 66.125 g/mol



No. 11
The following is a DFT calculation (ωB97M-V with the def2-TZVPD basis set) of 2 unconnected molecules or ions with the total composition CH6OS2 in a non-equilibrium geometry.

The geometry in XYZ format:
```
10
Properties=species:S:1:pos:R:3:mulliken_spin:R:1
C -2.18768 0.74866 0.35344 -0.02
S -1.69160 0.63818 -1.37401 0.57
S 0.25571 0.01876 -1.17958 0.40
H -3.17142 1.20734 0.29866 0.00
H -1.48207 1.29251 0.97170 0.02
H -2.24219 -0.24664 0.79818 0.03
H 0.10228 -0.65983 -0.02221 0.00
H 2.93385 -1.35448 -0.36424 0.00
H 4.03392 -1.04545 0.57304 0.00
O 3.44918 -0.59905 -0.05497 0.00
```

Output
* charge: +1
* largest force on an atom: 1.80 eV/A
* orbital gap (spin up / spin down): 9.9 / 6.6 eV
* E: -24843.563 eV
* ΔE to the lowest compared entry with this formula, charge and spin: 0.305 eV
* LUMO (spin up / spin down): -5.1 / -8.4 eV
* expectation value of S²: 0.75
* 2S+1: 2
* molar mass: 98.192 g/mol



No. 12
The following is a DFT calculation (ωB97M-V with the def2-TZVPD basis set) of a single CH6P2S molecule in a non-equilibrium geometry.

The geometry in XYZ format:
```
10
Properties=species:S:1:pos:R:3:nbo_charge:R:1
C -0.36260 -0.98945 1.32742 -0.58
P 0.80872 -0.70214 0.05152 0.38
P -0.04077 1.26211 -1.27392 0.26
S -1.83188 1.19356 -0.37529 -0.46
H -1.06995 -1.71930 1.18638 0.20
H -0.38431 -0.33677 2.06990 0.19
H 1.89427 -1.49857 0.38524 0.02
H 0.35349 -1.69521 -0.97469 0.01
H 0.71195 2.01632 -0.27778 -0.04
H -0.07892 2.46943 -2.11878 0.03
```

Output
* largest force on an atom: 4.26 eV/A
* orbital gap (spin up / spin down): 7.3 / 6.3 eV
* E: -30542.516 eV
* ΔE to the lowest compared entry with this formula, charge and spin: 3.882 eV
* LUMO (spin up / spin down): -0.8 / -1.9 eV
* 2S+1: 1
* molar mass: 112.074 g/mol



Which formula does entry 12 have? CH6P2S